The following is a quantum chemistry calculation of C32H30BN7O2STi as an isolated structure, from the Open Molecules 2025 dataset.

CARTESIAN COORDINATES (ANGSTROEM)
Ti (-1.501, -0.270, 0.514)
N (-0.788, -1.162, 2.027)
N (-3.340, -1.131, 0.699)
C (-2.692, -1.914, -0.101)
N (-3.116, -3.034, -0.669)
S (0.107, -0.533, -1.311)
H (-1.151, -2.027, 2.403)
H (-0.120, -0.751, 2.666)
H (-4.284, -1.290, 1.040)
H (-4.033, -3.421, -0.500)
H (-2.448, -3.564, -1.204)
N (-0.746, 1.431, 0.986)
C (-0.304, 2.564, 1.311)
C (-0.567, 3.126, 2.675)
C (-1.719, 2.755, 3.363)
C (-1.957, 3.231, 4.642)
C (-1.035, 4.071, 5.254)
C (0.122, 4.434, 4.580)
C (0.351, 3.971, 3.292)
C (0.425, 3.415, 0.320)
C (1.247, 2.814, -0.632)
C (1.831, 3.573, -1.632)
C (1.588, 4.939, -1.703)
C (0.770, 5.544, -0.761)
C (0.198, 4.788, 0.253)
H (-2.417, 2.081, 2.882)
H (-2.859, 2.944, 5.166)
H (-1.217, 4.438, 6.256)
H (0.849, 5.079, 5.057)
H (1.253, 4.257, 2.767)
H (1.401, 1.743, -0.591)
H (2.465, 3.096, -2.368)
H (2.027, 5.528, -2.497)
H (0.570, 6.606, -0.818)
H (-0.446, 5.263, 0.984)
O (-0.331, -3.382, -1.474)
B (0.426, -2.228, -1.758)
O (1.534, -2.576, -2.540)
C (1.494, -3.935, -2.671)
C (2.388, -4.766, -3.302)
C (2.111, -6.133, -3.263)
C (0.982, -6.626, -2.619)
C (0.080, -5.770, -1.985)
C (0.368, -4.427, -2.030)
H (3.269, -4.372, -3.788)
H (2.791, -6.824, -3.742)
H (0.799, -7.692, -2.605)
H (-0.793, -6.145, -1.467)
N (-1.262, 4.676, -3.804)
C (-1.865, 4.037, -3.065)
C (-2.629, 3.256, -2.130)
C (-3.896, 3.664, -1.727)
C (-4.577, 2.879, -0.816)
C (-3.970, 1.728, -0.342)
N (-2.753, 1.338, -0.717)
C (-2.094, 2.087, -1.602)
H (-4.326, 4.575, -2.121)
H (-5.563, 3.154, -0.469)
H (-4.470, 1.090, 0.375)
H (-1.103, 1.755, -1.884)
N (2.742, -0.780, 1.002)
C (3.028, -2.116, 0.717)
C (2.061, -3.104, 0.915)
C (2.364, -4.436, 0.683)
C (3.626, -4.813, 0.242)
C (4.586, -3.831, 0.040)
C (4.297, -2.497, 0.279)
H (3.304, -0.131, 0.470)
H (1.762, -0.557, 0.893)
H (1.072, -2.809, 1.251)
H (1.601, -5.189, 0.839)
H (3.853, -5.853, 0.053)
H (5.575, -4.105, -0.307)
H (5.055, -1.738, 0.122)

Atoms 1-2, force components in eV/Å:
Ti 0.046 -0.318 0.128
N 0.092 0.179 -0.174

Values from the calculation:
**DFT total energy**: -3043.90917 a.u.
**Relative energy (zero: lowest compared OMol25 entry of this formula, charge and spin)**: 9.6 kcal per mole
**Total charge**: 0
**HOMO-LUMO gap**: 6.94 eV
**Strongest force on any atom**: 0.007 hartree/bohr

Want to see where the charge sits? The Mulliken charges in e are:
1 Ti 0.288
2 N -0.324
3 N -0.173
4 C 0.199
5 N -0.273
6 S -0.288
7 H 0.153
8 H 0.151
9 H 0.207
10 H 0.186
11 H 0.254
12 N -0.316
13 C -0.973
14 C 0.381
15 C -0.315
16 C -0.710
17 C -0.415
18 C -0.846
19 C -0.146
20 C 0.938
21 C -0.280
22 C -0.771
23 C -0.548
24 C -0.839
25 C -0.232
26 H 0.355
27 H 0.400
28 H 0.392
29 H 0.390
30 H 0.513
31 H 0.576
32 H 0.436
33 H 0.389
34 H 0.395
35 H 0.521
36 O -0.210
37 B 0.795
38 O -0.557
39 C 0.613
40 C -0.929
41 C -0.487
42 C -0.634
43 C -0.639
44 C 0.528
45 H 0.479
46 H 0.398
47 H 0.402
48 H 0.443
49 N -0.540
50 C -0.118
51 C 0.192
52 C -0.358
53 C -0.908
54 C -0.233
55 N 0.253
56 C -0.090
57 H 0.506
58 H 0.429
59 H 0.347
60 H 0.628
61 N -0.498
62 C 0.505
63 C 0.033
64 C -0.375
65 C -0.663
66 C -0.558
67 C -0.490
68 H 0.275
69 H -0.060
70 H 0.287
71 H 0.390
72 H 0.429
73 H 0.381
74 H 0.355



The following is a quantum chemistry calculation of C32H30Br3N6O2W as an isolated structure, from the Open Molecules 2025 dataset.

CARTESIAN COORDINATES (ANGSTROEM)
W (-0.276, -0.173, 0.428)
Br (6.234, 2.708, 2.640)
C (4.513, 2.013, 2.387)
C (3.821, 1.453, 3.472)
C (2.547, 0.938, 3.323)
C (1.953, 0.954, 2.069)
O (0.720, 0.460, 1.902)
C (2.619, 1.531, 0.965)
C (1.981, 1.718, -0.285)
N (0.783, 1.304, -0.642)
C (0.285, 1.676, -1.929)
C (0.752, 2.702, -2.712)
C (0.181, 2.952, -3.976)
C (-0.866, 2.203, -4.433)
C (-1.401, 1.172, -3.626)
C (-2.530, 0.414, -3.997)
C (-3.031, -0.519, -3.126)
C (-2.399, -0.710, -1.896)
N (-1.309, -0.044, -1.513)
C (-0.813, 0.909, -2.372)
C (3.913, 2.066, 1.151)
H (4.295, 1.432, 4.444)
H (2.018, 0.516, 4.167)
H (2.550, 2.286, -1.015)
H (1.544, 3.359, -2.379)
H (0.575, 3.762, -4.574)
H (-1.314, 2.406, -5.396)
H (-3.001, 0.589, -4.956)
H (-3.908, -1.103, -3.364)
H (-2.803, -1.430, -1.198)
H (4.427, 2.528, 0.317)
O (4.831, -3.391, -1.634)
C (3.753, -2.743, -1.252)
C (2.976, -1.914, -2.077)
C (1.888, -1.287, -1.535)
N (1.482, -1.408, -0.244)
C (2.228, -2.238, 0.519)
Br (1.716, -2.559, 2.298)
C (3.346, -2.901, 0.075)
H (5.062, -3.251, -2.564)
H (3.220, -1.764, -3.120)
H (1.288, -0.647, -2.169)
H (3.907, -3.547, 0.736)
Br (-1.677, -1.563, 2.977)
C (-1.663, -2.743, 1.521)
C (-2.146, -4.030, 1.649)
C (-2.018, -4.880, 0.564)
C (-1.409, -4.409, -0.596)
C (-0.967, -3.108, -0.639)
N (-1.099, -2.256, 0.407)
H (-2.593, -4.353, 2.579)
H (-2.378, -5.899, 0.625)
H (-1.279, -5.047, -1.458)
H (-0.495, -2.709, -1.525)
C (-1.838, 2.660, 0.216)
C (-2.746, 3.757, 0.828)
N (-3.632, 3.174, 1.819)
C (-4.299, 2.025, 1.236)
C (-3.273, 0.890, 0.979)
N (-1.865, 1.419, 1.072)
C (-1.633, 1.913, 2.480)
C (-2.845, 2.737, 2.961)
H (-0.809, 3.011, 0.150)
H (-2.181, 2.380, -0.780)
H (-3.336, 4.231, 0.043)
H (-2.151, 4.535, 1.305)
H (-4.785, 2.334, 0.310)
H (-5.078, 1.674, 1.913)
H (-3.412, 0.468, -0.015)
H (-3.383, 0.096, 1.711)
H (-0.726, 2.518, 2.448)
H (-1.434, 1.071, 3.137)
H (-2.502, 3.604, 3.527)
H (-3.486, 2.151, 3.620)

Atoms 1-2, force components in eV/Å:
W 0.001 0.071 -0.034
Br -0.040 -0.019 -0.007

Values from the calculation:
**DFT total energy**: -9504.73568 a.u.
**2S+1**: 3
**Relative energy (zero: lowest compared OMol25 entry of this formula, charge and spin)**: 0.0 kcal per mole
**Total charge**: +3
**HOMO-LUMO gap (alpha / beta)**: 6.25 / 5.95 eV
**Strongest force on any atom**: 0.006 hartree/bohr

Want to see where the charge sits? The Mulliken charges in e are:
1 W 0.026
2 Br -0.080
3 C -0.460
4 C -0.430
5 C -0.833
6 C 0.040
7 O 0.289
8 C 0.604
9 C 0.084
10 N 1.052
11 C -0.050
12 C -0.358
13 C -1.277
14 C -0.831
15 C 0.942
16 C -1.013
17 C -1.244
18 C -0.306
19 N 1.014
20 C -0.187
21 C -1.090
22 H 0.510
23 H 0.587
24 H 0.456
25 H 0.583
26 H 0.471
27 H 0.503
28 H 0.524
29 H 0.536
30 H 0.670
31 H 0.612
32 O -0.486
33 C 0.595
34 C -0.660
35 C -0.371
36 N 0.777
37 C 0.008
38 Br 0.003
39 C -0.773
40 H 0.344
41 H 0.466
42 H 0.295
43 H 0.550
44 Br 0.132
45 C 0.289
46 C -0.753
47 C -0.535
48 C -0.834
49 C -0.114
50 N 0.819
51 H 0.541
52 H 0.473
53 H 0.523
54 H 0.379
55 C -0.164
56 C -0.941
57 N -0.065
58 C -1.021
59 C -0.079
60 N -0.008
61 C -0.540
62 C -1.063
63 H 0.200
64 H 0.239
65 H 0.415
66 H 0.286
67 H 0.337
68 H 0.361
69 H -0.099
70 H 0.615
71 H 0.435
72 H 0.390
73 H 0.389
74 H 0.305



The following is a quantum chemistry calculation of a 10-piece molecular cluster, C32H30Cl37IN2O7S overall, from the Open Molecules 2025 dataset.

CARTESIAN COORDINATES (ANGSTROEM)
C (6.427, 0.100, 1.693)
C (6.546, -0.720, 0.246)
O (7.760, -1.081, -0.247)
N (5.228, -0.990, -0.480)
C (5.418, -2.294, -1.271)
C (5.004, 0.190, -1.429)
C (3.696, 0.013, -2.403)
C (2.681, 1.336, -2.400)
C (1.562, 1.250, -3.640)
C (0.610, -0.066, -3.244)
C (1.031, -1.517, -3.902)
Cl (2.452, -1.783, -5.091)
C (0.127, -2.829, -3.473)
C (-1.171, -2.729, -2.425)
C (-1.630, -1.282, -1.804)
C (-2.933, -1.172, -0.815)
C (-2.701, -1.732, 0.708)
O (-2.462, -0.810, 1.665)
C (-0.704, 0.033, -2.239)
C (-1.082, 1.521, -1.609)
C (-2.308, 2.282, -2.411)
C (-1.701, 3.234, -3.622)
S (-1.605, 2.357, -5.280)
O (-0.242, 2.626, -6.023)
O (-2.699, 3.020, -6.203)
O (-2.002, 0.691, -5.220)
C (-1.745, -4.253, -2.238)
O (-2.893, -4.684, -1.656)
N (-0.671, -5.071, -2.920)
C (0.143, -6.027, -2.076)
C (0.078, -5.760, -0.460)
C (0.951, -7.003, 0.240)
I (1.161, -3.912, 0.165)
C (0.284, -4.416, -3.894)
O (1.084, -4.971, -4.817)
H (7.029, 1.101, 1.581)
H (5.318, 0.361, 1.967)
H (6.956, -0.538, 2.530)
H (5.890, -2.121, -2.333)
H (4.361, -2.823, -1.347)
H (6.110, -3.064, -0.682)
H (5.005, 1.178, -0.797)
H (5.965, 0.240, -2.128)
H (3.067, -0.939, -2.084)
H (4.115, -0.110, -3.507)
H (2.088, 1.256, -1.367)
H (3.254, 2.357, -2.371)
H (2.192, 1.078, -4.612)
H (0.940, 2.255, -3.637)
H (-3.276, -0.036, -0.824)
H (-3.824, -1.765, -1.340)
H (-2.781, -2.870, 1.018)
H (-0.105, 2.203, -1.616)
H (-1.379, 1.428, -0.463)
H (-2.878, 2.928, -1.595)
H (-3.034, 1.448, -2.810)
H (-2.428, 4.176, -3.706)
H (-0.674, 3.669, -3.241)
H (-1.465, 0.242, -5.941)
H (1.277, -6.025, -2.426)
H (-0.304, -7.117, -2.259)
H (-1.017, -5.781, -0.005)
H (2.032, -6.966, -0.264)
H (1.156, -6.803, 1.397)
H (0.447, -8.051, 0.095)
Cl (-5.544, -0.897, 2.657)
C (-6.424, 0.372, 1.768)
Cl (-8.170, 0.023, 1.807)
Cl (-6.117, 1.953, 2.530)
Cl (-5.863, 0.410, 0.077)
Cl (-0.508, -1.768, 3.791)
C (0.930, -2.732, 4.214)
Cl (1.188, -2.671, 5.976)
Cl (0.683, -4.422, 3.707)
Cl (2.357, -2.065, 3.382)
Cl (-4.897, 5.864, 1.646)
C (-5.970, 5.228, 0.374)
Cl (-6.147, 6.444, -0.917)
Cl (-5.268, 3.739, -0.306)
Cl (-7.569, 4.867, 1.072)
Cl (-3.074, -5.790, -5.093)
C (-3.270, -7.465, -4.520)
Cl (-3.769, -7.454, -2.809)
Cl (-4.516, -8.284, -5.496)
Cl (-1.723, -8.333, -4.682)
Cl (2.380, -2.262, 8.871)
C (3.630, -1.059, 9.280)
Cl (3.170, -0.211, 10.778)
Cl (5.191, -1.884, 9.520)
Cl (3.778, 0.119, 7.952)
Cl (9.357, 4.850, 2.599)
C (9.330, 3.241, 3.363)
Cl (9.086, 1.994, 2.114)
Cl (10.878, 2.952, 4.196)
Cl (7.998, 3.166, 4.544)
Cl (-7.901, 7.197, 2.899)
C (-9.570, 7.788, 3.095)
Cl (-9.548, 9.546, 3.382)
Cl (-10.501, 7.440, 1.616)
Cl (-10.332, 6.969, 4.482)
Cl (10.173, 7.638, 7.526)
C (9.099, 7.002, 6.254)
Cl (8.922, 8.218, 4.964)
Cl (9.801, 5.513, 5.574)
Cl (7.500, 6.641, 6.953)
Cl (-11.729, 1.756, 1.869)
C (-11.301, 2.731, 0.440)
Cl (-10.866, 4.380, 0.955)
Cl (-9.915, 1.984, -0.395)
Cl (-12.694, 2.803, -0.668)

Atoms 1-2, force components in eV/Å:
C 0.294 -0.086 -0.957
C 4.456 -0.570 -1.407

Values from the calculation:
**DFT total energy**: -19595.65254 a.u.
**Total charge**: 0
**HOMO-LUMO gap**: 7.13 eV
**Strongest force on any atom**: 0.177 hartree/bohr
**Structure (SMILES)**: CC(=O)N(C)CCCCc1c(Cl)c2c(c(CC=O)c1CCCS(=O)(=O)O)C(=O)N(C[C@@H](C)I)C2=O.ClC(Cl)(Cl)Cl.ClC(Cl)(Cl)Cl.ClC(Cl)(Cl)Cl.ClC(Cl)(Cl)Cl.ClC(Cl)(Cl)Cl.ClC(Cl)(Cl)Cl.ClC(Cl)(Cl)Cl.ClC(Cl)(Cl)Cl.ClC(Cl)(Cl)Cl

Results of the Mulliken charge analysis, in e, for atoms 1 through 99:
1 C -0.640
2 C 0.531
3 O -0.582
4 N 0.042
5 C -0.629
6 C -0.733
7 C 0.018
8 C -0.653
9 C -0.635
10 C 0.199
11 C -0.110
12 Cl -0.142
13 C 0.177
14 C 0.209
15 C 0.565
16 C 0.062
17 C 0.126
18 O -0.465
19 C 0.454
20 C -1.211
21 C 0.124
22 C -0.791
23 S 1.096
24 O -0.574
25 O -0.642
26 O -0.414
27 C -0.345
28 O -0.604
29 N 0.722
30 C -0.752
31 C -0.235
32 C -0.887
33 I 0.187
34 C 0.007
35 O -0.602
36 H -0.049
37 H 0.246
38 H 0.349
39 H 0.240
40 H 0.130
41 H 0.316
42 H 0.337
43 H 0.342
44 H -0.062
45 H 0.234
46 H 0.208
47 H 0.425
48 H 0.409
49 H -0.083
50 H -0.260
51 H 0.479
52 H 0.251
53 H 0.384
54 H 0.336
55 H -0.158
56 H 0.377
57 H 0.417
58 H 0.408
59 H 0.355
60 H 0.337
61 H 0.147
62 H 0.294
63 H 0.308
64 H 0.217
65 H 0.316
66 Cl -0.083
67 C 0.289
68 Cl -0.056
69 Cl -0.068
70 Cl -0.118
71 Cl -0.017
72 C 0.168
73 Cl -0.040
74 Cl -0.077
75 Cl -0.062
76 Cl -0.102
77 C 0.139
78 Cl -0.108
79 Cl 0.013
80 Cl 0.091
81 Cl -0.079
82 C 0.329
83 Cl -0.077
84 Cl -0.106
85 Cl -0.103
86 Cl -0.077
87 C 0.355
88 Cl -0.095
89 Cl -0.093
90 Cl -0.089
91 Cl -0.053
92 C 0.290
93 Cl -0.107
94 Cl -0.088
95 Cl -0.051
96 Cl -0.047
97 C 0.306
98 Cl -0.099
99 Cl -0.095